# C5H8O3

C5H8O3 as an isolated structure (ωB97M-V/def2-TZVPD, the OMol25 dataset).

The energy above the lowest of the compared OMol25 structures with the same formula, charge and spin comes out at 82.2 kcal/mol. The value obtained for the HOMO energy is -8.80 eV. Its total energy is -420.92510 a.u. As for the HOMO-LUMO gap: 0.3172 Eh.

```
16
Properties=species:S:1:pos:R:3:forces:R:3
C 1.80736 0.85865 0.04278 0.042 -0.061 -0.024
C -1.86323 -0.29931 -0.03735 0.069 0.028 0.033
C 0.36197 0.85058 0.39425 0.123 -0.336 0.387
C 0.58333 -1.28220 -0.60859 0.042 0.246 -0.004
C -0.47077 0.09380 -0.48816 0.070 -0.164 -0.001
O 1.92867 -0.51639 0.28200 -0.480 0.221 -0.163
O 0.04277 1.16634 1.62926 0.090 -0.089 -0.428
O 0.87775 -1.65823 -1.71885 -0.043 0.186 0.243
H -0.86399 0.89093 1.83737 0.008 -0.016 -0.082
H 0.29504 -1.93969 0.22594 0.012 0.043 0.017
H 2.00065 1.16129 -0.99407 -0.034 -0.043 0.040
H 2.40882 1.45511 0.73235 -0.030 -0.022 -0.022
H -0.42320 0.47388 -1.50516 0.061 -0.003 0.002
H -2.53304 0.56026 0.06080 0.028 -0.031 0.001
H -2.30640 -0.97592 -0.76811 0.028 0.027 0.021
H -1.84572 -0.83909 0.91552 0.015 0.014 -0.020
```
Forces are in eV/Å.